(1)
# C9H18N3

An isolated ion of composition C9H18N3 and charge +1 in a non-equilibrium geometry (the ωB97M-V functional and the def2-TZVPD basis, OMol25).

As for the orbital gap: 9.8 eV. The energy relative to the best compared isomer or geometry (same formula, charge and spin) comes out at 362.0 kJ/mol. The charge is +1. The value obtained for the HOMO energy is -13.217 eV.

Last columns: bonded neighbours and bond lengths (Å).
Positions of all 30 atoms, in Å:
1 C -0.604 1.115 -1.694  C8 1.480, N10 1.229, N11 1.413
2 C -0.366 -2.592 1.333  C3 1.479, C4 1.520, H13 1.178, H14 1.073
3 C -1.090 -1.458 1.949  C2 1.479, C5 1.637, H15 1.080, H16 1.079
4 C 0.000 -2.289 -0.111  C2 1.520, C6 1.621, H17 1.066, H18 1.089
5 C -0.191 -0.103 1.763  C3 1.637, C7 1.464, H19 1.058, H20 1.099
6 C 1.061 -1.068 -0.215  C4 1.621, C7 1.521, H21 1.162, H22 1.042
7 C 0.360 0.122 0.425  C5 1.464, C6 1.521, N12 1.544
8 C -1.049 1.420 -3.072  C1 1.480, H23 1.050, H24 1.046, H25 1.069
9 C 0.642 2.488 0.859  N12 1.457, H26 1.058, H27 1.123, H28 1.058
10 N -1.201 0.441 -0.857  C1 1.229
11 N 0.662 1.655 -1.373  C1 1.413, N12 1.363, H29 0.997
12 N 1.009 1.431 -0.075  C7 1.544, C9 1.457, N11 1.363, H30 1.092
13 H 0.639 -2.963 1.824  C2 1.178
14 H -1.117 -3.355 1.392  C2 1.073
15 H -2.106 -1.324 1.611  C3 1.080
16 H -1.275 -1.620 3.000  C3 1.079
17 H 0.445 -3.194 -0.456  C4 1.066
18 H -0.859 -1.977 -0.702  C4 1.089
19 H -0.678 0.710 2.234  C5 1.058
20 H 0.723 -0.442 2.271  C5 1.099
21 H 1.955 -1.201 0.516  C6 1.162
22 H 1.244 -0.886 -1.224  C6 1.042
23 H -0.344 1.196 -3.817  C8 1.050
24 H -1.218 2.449 -3.158  C8 1.046
25 H -1.791 0.702 -3.351  C8 1.069
26 H -0.404 2.496 1.011  C9 1.058
27 H 1.237 2.214 1.772  C9 1.123
28 H 0.902 3.312 0.248  C9 1.058
29 H 1.315 1.331 -2.053  N11 0.997
30 H 2.100 1.389 -0.051  N12 1.092

Results of the natural (NBO) charge analysis, in e, for atoms 1 through 4: 0.346 -0.420 -0.353 -0.378

---

(2)
# C9H18N3

An isolated ion of composition C9H18N3 and charge +1 in a non-equilibrium geometry (the ωB97M-V functional and the def2-TZVPD basis, OMol25).

Its structure (SMILES) is C[C@@H]1C=CN(C)C(=[N+](C)C)N1C. As for the orbital gap: 9.9 eV. The energy relative to the best compared isomer or geometry (same formula, charge and spin) comes out at 172.8 kJ/mol. The charge is +1. The value obtained for the HOMO energy is -12.603 eV.

Last columns: bonded neighbours and bond lengths (Å).
Positions of all 30 atoms, in Å:
1 C 2.246 0.971 1.008  C2 1.512, H13 1.118, H14 1.137, H15 1.133
2 C 1.239 0.086 1.708  C1 1.512, C3 1.439, N11 1.449, H16 1.126
3 C 1.640 -1.293 1.612  C2 1.439, C4 1.330, H17 1.036
4 C 1.300 -1.998 0.537  C3 1.330, N5 1.437, H18 1.107
5 N 0.653 -1.274 -0.522  C4 1.437, C6 1.418, C7 1.456
6 C 1.452 -1.238 -1.693  N5 1.418, H19 1.045, H20 1.108, H21 1.268
7 C -0.274 -0.227 -0.116  N5 1.456, N8 1.345, N11 1.328
8 N -1.275 0.145 -0.935  C7 1.345, C9 1.430, C10 1.468
9 C -1.844 -0.785 -1.860  N8 1.430, H22 1.121, H23 1.077, H24 1.122
10 C -1.979 1.432 -0.865  N8 1.468, H25 1.099, H26 1.046, H27 0.996
11 N -0.072 0.241 1.110  C2 1.449, C7 1.328, C12 1.540
12 C -1.213 0.549 2.097  N11 1.540, H28 1.173, H29 1.107, H30 1.119
13 H 2.773 1.715 1.654  C1 1.118
14 H 1.919 1.347 -0.014  C1 1.137
15 H 3.082 0.298 0.647  C1 1.133
16 H 1.204 0.504 2.752  C2 1.126
17 H 2.338 -1.552 2.333  C3 1.036
18 H 1.615 -3.034 0.304  C4 1.107
19 H 1.035 -0.432 -2.209  C6 1.045
20 H 2.508 -1.105 -1.386  C6 1.108
21 H 1.433 -2.287 -2.405  C6 1.268
22 H -1.168 -1.671 -1.972  C9 1.121
23 H -1.934 -0.432 -2.873  C9 1.077
24 H -2.896 -1.037 -1.565  C9 1.122
25 H -2.131 1.693 -1.921  C10 1.099
26 H -1.446 2.113 -0.278  C10 1.046
27 H -2.877 1.358 -0.440  C10 0.996
28 H -1.045 -0.248 2.941  C12 1.173
29 H -1.082 1.548 2.554  C12 1.107
30 H -2.162 0.404 1.522  C12 1.119

Results of the natural (NBO) charge analysis, in e, for atoms 1 through 4: -0.637 -0.113 -0.201 -0.018

---

Question: What is the formula in the second record?
Answer: C9H18N3